The following is a DFT calculation (ωB97M-V/def2-TZVPD) of a molecular structure, C4H8O.

The geometry in XYZ format:
```
13
Properties=species:S:1:pos:R:3:forces:R:3:nbo_charge:R:1
C 1.291564 0.711244 -0.683555 -0.658 -1.181 0.182 -0.629
C -0.208294 0.484087 0.178703 2.648 -0.424 -1.697 -0.294
C -1.346905 -0.386818 -0.441084 0.327 0.370 -0.518 -0.065
O -1.466030 -1.172034 0.750487 0.224 0.354 -0.092 -0.530
C -0.242159 -0.632606 1.262217 0.621 0.270 0.038 -0.065
H 2.129259 0.807631 0.032445 -0.553 -0.405 -0.129 0.213
H 1.387815 1.625919 -1.334543 -0.850 -0.789 0.689 0.210
H 1.384526 -0.156964 -1.310247 0.634 -0.435 -0.371 0.203
H 0.042275 1.515632 0.150322 -2.718 1.623 1.982 0.257
H -0.916539 -0.992244 -1.251414 -0.193 -0.002 -0.079 0.160
H -2.332357 -0.013118 -0.756952 0.461 0.296 0.138 0.190
H -0.311320 -0.466871 2.346673 0.079 0.364 -0.367 0.189
H 0.588164 -1.323859 1.056947 -0.023 -0.041 0.226 0.161
```
Positions in Å, forces in eV/Å.

As for the net charge: 0. The energy relative to the best compared isomer or geometry (same formula, charge and spin) is 316.5 kJ/mol. Its highest occupied orbital energy is -9.3 eV.



The following is a DFT calculation (ωB97M-V/def2-TZVPD) of 4 unconnected molecules or ions with the total composition C4H12N4O8.

The geometry in XYZ format:
```
28
Properties=species:S:1:pos:R:3:forces:R:3:nbo_charge:R:1
C 0.175836 -1.906254 5.999679 1.252 -0.647 -0.014 -0.485
N 0.723760 -2.433422 7.298241 0.745 -0.661 0.341 0.527
O 0.090407 -2.179806 8.302435 0.057 0.068 -0.270 -0.371
O 1.750411 -3.113203 7.279643 -0.991 0.729 -0.223 -0.382
H 0.083932 -0.827274 6.124024 -0.690 -0.311 -0.080 0.243
H -0.680495 -2.545522 5.784877 -0.341 0.732 0.126 0.238
H 0.931271 -2.124299 5.244773 -0.027 0.104 0.114 0.230
C -2.324130 -4.168488 -9.477774 0.302 0.087 -0.401 -0.480
N -1.520222 -4.148779 -8.220930 1.195 -0.747 3.314 0.496
O -1.035076 -3.076598 -7.793752 -1.208 -2.505 -1.338 -0.349
O -1.412282 -5.269041 -7.589821 -0.428 3.702 -2.417 -0.383
H -1.818923 -4.890550 -10.119235 -0.511 -0.341 0.201 0.241
H -2.328938 -3.232423 -10.036229 0.361 0.253 0.687 0.233
H -3.355260 -4.397463 -9.208606 0.288 -0.445 -0.042 0.243
C 1.851685 5.855866 3.771858 0.187 1.301 1.313 -0.497
N 1.508710 4.655107 4.621035 -0.408 -0.757 -0.986 0.532
O 2.297166 3.735305 4.553206 0.051 0.062 0.230 -0.365
O 0.484166 4.640314 5.289078 0.760 0.595 -0.590 -0.377
H 1.073626 6.235417 3.109543 -0.187 -0.777 0.126 0.241
H 2.832149 5.800893 3.298801 -0.366 -0.747 -0.019 0.237
H 1.957871 6.611409 4.550295 -0.040 0.303 -0.076 0.229
C -0.406583 0.849023 -2.476809 0.271 -0.184 1.346 -0.488
N -0.023886 1.226071 -1.020890 1.503 -2.213 -0.970 0.534
O 0.401856 2.324811 -0.794643 -0.517 0.832 0.080 -0.359
O 0.095963 0.261294 -0.270333 -0.804 0.768 -0.150 -0.394
H 0.240410 0.001111 -2.701658 0.285 0.353 -0.055 0.238
H -0.200504 1.729130 -3.085945 -0.545 -0.297 -0.010 0.233
H -1.392921 0.387371 -2.430862 -0.192 0.739 -0.239 0.237
```
Positions in Å, forces in eV/Å.

As for the net charge: 0. The SMILES is C[N+](=O)[O-].C[N+](=O)[O-].C[N+](=O)[O-].C[N+](=O)[O-]. The energy relative to the best compared isomer or geometry (same formula, charge and spin) is 140.9 kJ/mol. Its highest occupied orbital energy is -10.9 eV.



The following is a DFT calculation (ωB97M-V/def2-TZVPD) of a molecular structure, C20H15HgIO4.

The geometry in XYZ format:
```
41
Properties=species:S:1:pos:R:3:forces:R:3:mulliken_spin:R:1
Hg -0.462004 0.356036 1.331056 -0.140 -0.615 -0.669 0.721
C 1.230673 3.213837 2.776683 -0.056 0.016 -0.051 -0.006
C -0.112095 3.475173 3.027379 0.017 -0.009 -0.019 0.026
C -0.929167 3.949948 2.009126 0.006 0.010 0.009 0.000
C -0.404254 4.165938 0.741046 0.028 0.038 0.046 0.016
C 0.939942 3.919093 0.494658 -0.009 0.005 0.008 -0.014
C 1.757000 3.445392 1.512098 -0.002 -0.057 0.015 0.017
H 1.862162 2.815710 3.560908 0.005 0.042 0.010 -0.003
H -0.525223 3.304184 4.013581 0.006 -0.032 -0.010 -0.005
H -1.975920 4.146511 2.203485 0.003 -0.027 -0.009 -0.002
H -1.042353 4.534945 -0.051849 -0.004 -0.032 -0.011 -0.003
H 1.351584 4.088391 -0.492001 -0.011 -0.040 -0.005 0.000
H 2.800965 3.240848 1.313893 -0.019 -0.041 -0.012 0.000
O 1.582107 -2.020550 -1.377181 0.064 0.078 0.217 0.032
C 1.398976 -0.807590 -1.384384 -0.088 0.015 -0.248 0.029
O 1.374093 0.005422 -0.391596 -0.544 0.191 0.580 0.037
C 1.164331 -0.151098 -2.749527 -0.118 0.036 0.229 -0.016
C 0.434023 1.030100 -2.837457 0.030 -0.049 -0.135 -0.014
C 0.101183 1.559980 -4.078208 0.029 -0.017 0.063 0.002
C 0.512814 0.918305 -5.239022 0.027 0.045 0.001 -0.001
C 1.269710 -0.243561 -5.153871 0.029 -0.009 0.026 0.001
C 1.590468 -0.778296 -3.913158 -0.087 0.000 -0.091 0.000
H 0.111912 1.503467 -1.918956 0.028 0.035 -0.007 0.025
H -0.486586 2.468732 -4.139516 -0.010 -0.019 -0.005 0.000
H 0.240344 1.320691 -6.207675 0.022 0.005 0.003 0.000
H 1.593860 -0.743833 -6.059116 0.008 0.007 0.008 0.000
H 2.145529 -1.703633 -3.829307 -0.026 -0.004 0.033 0.000
I 1.794353 -5.726198 2.664139 0.001 0.055 -0.024 0.000
C 0.196479 -4.437523 2.239566 0.048 -0.095 0.018 0.000
C -0.711793 -4.790309 1.253674 -0.066 0.100 -0.034 0.003
C -1.801630 -3.964642 1.009853 0.137 -0.126 0.072 0.010
C -1.976490 -2.793830 1.733919 -0.133 0.171 0.036 -0.027
C -1.047284 -2.454828 2.711043 0.108 -0.131 -0.037 0.022
C 0.047022 -3.272603 2.971722 -0.085 0.060 0.008 -0.024
C -3.205970 -1.919640 1.483914 0.367 -0.097 0.014 0.006
O -4.271262 -2.508869 1.303741 -0.035 0.186 -0.071 0.014
O -3.009127 -0.658602 1.500920 0.524 0.316 -0.004 0.125
H -0.575320 -5.696504 0.679498 0.021 0.004 0.006 0.000
H -2.528047 -4.234426 0.255016 -0.045 0.034 0.034 0.000
H -1.198595 -1.554599 3.296108 -0.018 -0.009 0.002 0.028
H 0.763590 -3.001571 3.735800 -0.011 -0.042 0.005 -0.001
```
Positions in Å, forces in eV/Å.

As for the spin multiplicity: 2. As for the net charge: -1. Its highest occupied orbital energy (alpha / beta) is -5.6 / -5.7 eV.



The following is a DFT calculation (ωB97M-V/def2-TZVPD) of a molecular structure, C28H21GeIPtTe4.

The geometry in XYZ format:
```
56
Properties=species:S:1:pos:R:3:forces:R:3:mulliken_spin:R:1
Pt -2.135174 -0.691134 -0.863339 0.539 0.438 0.046 0.325
I -2.899639 -0.490172 1.985979 -0.049 0.040 0.022 0.062
C -1.528007 -2.042655 2.295928 0.093 -0.055 -0.058 -0.007
C -1.312662 -2.375935 3.602453 0.098 -0.111 0.034 -0.004
C -0.392342 -3.397733 3.925825 -0.084 0.093 0.032 0.002
C 0.273799 -4.039626 2.928570 0.010 0.004 -0.098 -0.002
C 0.071808 -3.693815 1.567394 0.020 -0.041 -0.006 -0.002
C 0.812085 -4.353852 0.559182 -0.024 0.006 0.083 -0.002
C 0.622963 -4.022489 -0.747480 -0.087 0.034 -0.107 -0.003
C -0.301754 -3.018220 -1.105218 -0.031 -0.094 -0.024 0.039
C -1.030026 -2.309623 -0.176980 0.098 0.186 0.331 -0.029
C -0.848924 -2.666210 1.204414 -0.177 0.024 -0.022 0.023
H -1.841023 -1.857419 4.390958 -0.008 -0.016 0.000 -0.001
H -0.226869 -3.658935 4.963841 -0.009 0.002 -0.009 0.000
H 0.981412 -4.829107 3.157526 0.004 0.017 -0.014 0.000
H 1.523880 -5.118323 0.850286 -0.001 0.019 -0.004 0.000
H 1.193562 -4.520818 -1.523275 -0.045 -0.006 -0.002 0.000
H -0.444563 -2.801450 -2.157135 0.058 0.048 -0.018 0.004
Te -4.465410 -1.871323 -1.320843 0.714 -2.718 1.407 0.068
Te -4.210757 -3.213810 -3.537284 0.103 -0.420 -0.647 0.038
Te -5.475392 0.350477 -1.994953 -1.488 2.498 -0.825 0.040
Te -2.931679 1.041754 -2.515682 -0.170 0.388 -0.431 0.472
C -1.364759 4.254711 2.626837 -0.001 -0.030 -0.029 0.001
C -2.223131 4.013186 1.562166 0.030 -0.033 -0.034 0.009
C -1.903820 3.051258 0.611090 0.033 0.025 0.047 -0.013
C -0.717505 2.316211 0.683379 0.009 0.006 0.195 -0.004
C 0.136248 2.582920 1.758839 -0.053 0.071 -0.105 -0.001
C -0.182252 3.536000 2.721117 -0.009 -0.021 -0.053 -0.001
Ge -0.286803 0.870996 -0.608335 0.927 -0.191 0.280 -0.043
C 1.441439 0.124173 0.036617 -0.015 -0.193 0.070 -0.005
C 2.586696 0.077935 -0.761893 -0.039 0.018 0.103 0.002
C 3.749889 -0.550946 -0.325144 -0.070 0.026 0.000 0.001
C 3.793568 -1.148832 0.925615 -0.031 0.017 -0.011 0.000
C 2.669221 -1.108777 1.740515 -0.017 0.028 -0.025 0.000
C 1.512070 -0.483709 1.296137 0.028 0.062 -0.078 0.002
C 0.253036 1.788668 -2.283333 -0.369 -0.002 -0.128 0.025
C 0.517527 1.029679 -3.429111 0.010 0.067 0.032 -0.007
C 0.774698 1.635834 -4.652084 0.014 0.004 0.035 -0.006
C 0.752381 3.020975 -4.758051 -0.006 -0.027 0.013 -0.001
C 0.488089 3.791628 -3.634932 0.010 -0.028 0.047 0.000
C 0.242312 3.179040 -2.410352 0.060 -0.053 -0.009 0.006
H -1.617748 4.994252 3.377087 0.001 0.000 -0.006 0.000
H -3.149889 4.568276 1.473173 0.006 -0.010 0.007 0.000
H -2.604711 2.872356 -0.196384 -0.005 -0.043 -0.016 0.014
H 1.069756 2.041556 1.849255 0.000 -0.012 0.004 0.000
H 0.496889 3.714305 3.546814 0.001 -0.005 -0.008 0.000
H 2.580407 0.542226 -1.741003 -0.014 -0.007 -0.013 0.000
H 4.621766 -0.576769 -0.968705 -0.006 0.009 -0.001 0.000
H 4.695703 -1.645176 1.263519 -0.007 0.005 -0.004 0.000
H 2.686963 -1.574405 2.719281 -0.011 -0.006 -0.011 0.000
H 0.644687 -0.470671 1.948101 0.012 -0.005 -0.004 0.001
H 0.509545 -0.053991 -3.363995 -0.037 -0.009 -0.012 0.002
H 0.974596 1.026980 -5.525836 -0.010 0.004 0.010 0.000
H 0.927395 3.496314 -5.715704 0.015 -0.004 0.008 0.000
H 0.459409 4.872184 -3.713831 0.011 -0.007 0.008 0.000
H 0.031039 3.792032 -1.541013 -0.028 0.007 -0.006 -0.003
```
Positions in Å, forces in eV/Å.

As for the spin multiplicity: 2. As for the net charge: -1. The energy relative to the best compared isomer or geometry (same formula, charge and spin) is 70.9 kJ/mol. Its highest occupied orbital energy (alpha / beta) is -3.9 / -3.8 eV.



Calculated total energy list, top to bottom, in Ha: -232.32510 -980.12286 -1523.27133 -4645.71761